This record from the OMol25 dataset describes C34H57N3O2SiTm as an isolated structure. The level of theory is ωB97M-V/def2-TZVPD.

Last column: Löwdin charge in e.
Geometry (Å):
1 O -3.2208 0.5109 -0.7917  -0.14
2 O -3.4482 -1.0734 -2.4512  -0.13
3 C -3.7465 0.2432 0.5548  -0.16
4 C -3.9475 1.4645 1.4035  -0.05
5 H -3.0286 -0.4591 1.0074  0.11
6 H -4.6958 -0.2915 0.4194  0.13
7 H -2.9977 1.9000 1.7277  0.06
8 H -4.4827 1.1730 2.3123  0.10
9 H -4.5607 2.2308 0.9134  0.10
10 C -2.9435 1.8971 -1.2509  -0.17
11 C -4.0441 2.3207 -2.1770  -0.04
12 H -1.9665 1.8416 -1.7509  0.11
13 H -2.8469 2.5330 -0.3679  0.10
14 H -4.1270 1.6130 -3.0123  0.08
15 H -3.8503 3.3125 -2.5874  0.10
16 H -4.9976 2.3803 -1.6371  0.09
17 C -2.0437 -1.4278 -2.7159  -0.16
18 C -4.3265 -2.2022 -2.1040  -0.17
19 C -1.3417 -0.2592 -3.3494  -0.04
20 H -2.0706 -2.2946 -3.3878  0.14
21 H -1.5717 -1.7326 -1.7670  0.13
22 H -2.0261 0.3369 -3.9696  0.10
23 H -0.5256 -0.6267 -3.9863  0.09
24 H -0.8895 0.3705 -2.5721  0.06
25 C -5.3935 -2.3338 -3.1602  -0.05
26 H -4.7655 -1.9694 -1.1249  0.12
27 H -3.7202 -3.1173 -2.0174  0.14
28 H -5.8743 -1.3715 -3.3703  0.09
29 H -6.1675 -3.0320 -2.8189  0.10
30 H -4.9691 -2.7173 -4.0950  0.09
31 H -3.4802 -0.2486 -1.6671  0.03
32 N 1.7686 2.2263 1.3340  -0.08
33 C 3.0157 2.7289 1.4859  -0.33
34 C 4.1732 2.0625 1.0524  -0.02
35 C 4.2277 0.8713 0.3076  -0.32
36 C 3.1796 4.1019 2.0863  0.00
37 H 2.5408 4.2569 2.9673  0.10
38 H 2.9565 4.8876 1.3493  0.09
39 H 4.2252 4.2247 2.3965  0.09
40 C 5.4607 0.5110 -0.4618  0.00
41 H 5.2530 0.4420 -1.5389  0.09
42 H 5.8608 -0.4582 -0.1302  0.10
43 H 6.2287 1.2767 -0.3057  0.09
44 N 3.2122 -0.0111 0.2961  -0.05
45 C 0.6154 3.0634 1.2694  -0.22
46 C -0.3017 3.0108 2.3329  -0.23
47 C -0.1436 1.9586 3.3985  -0.05
48 C -1.3491 3.9340 2.3528  -0.06
49 H -2.0361 3.9353 3.2032  0.12
50 C -1.5102 4.8369 1.3011  -0.08
51 H -2.3248 5.5636 1.3288  0.11
52 C -0.6506 4.8064 0.2010  -0.04
53 H -0.8044 5.4811 -0.6445  0.12
54 C 0.4173 3.9088 0.1645  -0.22
55 C 1.3281 3.8262 -1.0194  -0.03
56 C 3.1849 -1.1557 -0.5665  -0.24
57 C 3.4973 -2.4214 -0.0227  -0.22
58 C 4.0606 -2.5294 1.3672  -0.03
59 C 3.2406 -3.5613 -0.7917  -0.04
60 H 3.4771 -4.5420 -0.3736  0.12
61 C 2.6912 -3.4431 -2.0721  -0.08
62 H 2.4709 -4.3396 -2.6539  0.11
63 C 2.4437 -2.1830 -2.6254  -0.05
64 H 2.0525 -2.0874 -3.6403  0.11
65 C 2.7173 -1.0250 -1.8926  -0.22
66 C 2.4705 0.3253 -2.4928  -0.04
67 Tm 1.6660 0.0306 1.8620  1.21
68 H -0.6917 1.0299 3.1355  0.08
69 H -0.5763 2.3138 4.3418  0.10
70 H 0.9189 1.7132 3.6151  0.05
71 H 1.4572 2.7907 -1.3654  0.06
72 H 2.3258 4.2427 -0.8189  0.09
73 H 0.8995 4.3992 -1.8516  0.09
74 H 4.3280 -3.5746 1.5728  0.09
75 H 3.3670 -2.2178 2.1743  0.03
76 H 4.9749 -1.9251 1.4763  0.09
77 H 3.2198 1.0654 -2.1863  0.07
78 H 1.4775 0.7223 -2.2289  0.06
79 H 2.5043 0.2573 -3.5896  0.09
80 H 5.1153 2.5925 1.2032  0.11
81 C 0.4216 -1.5823 1.1614  -0.42
82 Si -0.2279 -3.2741 1.6115  0.40
83 H 0.8095 -1.7182 0.1133  0.00
84 H -0.5004 -0.9457 1.0122  -0.02
85 C -2.0020 -3.1955 2.2250  -0.19
86 C 0.8514 -4.1422 2.8688  -0.17
87 C -0.2788 -4.2717 0.0113  -0.17
88 H -0.3376 -5.3500 0.2164  0.04
89 H 0.6208 -4.1019 -0.5945  0.00
90 H -1.1465 -3.9976 -0.6049  0.01
91 H -2.0691 -2.6508 3.1752  0.03
92 H -2.4036 -4.2045 2.3950  0.04
93 H -2.6603 -2.6956 1.5020  0.00
94 H 1.0724 -3.4575 3.6988  0.02
95 H 1.8044 -4.4659 2.4273  0.03
96 H 0.3411 -5.0324 3.2709  0.04
97 N 2.7097 -1.0988 5.0377  -0.04
98 C 2.4292 -0.7100 3.9635  -0.38

Atomic forces in eV per Å
O 0.23 1.52 0.78
O 0.07 -1.07 -0.73
C -0.03 -0.61 -0.04
C -0.02 0.29 0.34
H -0.24 0.29 -0.08
H 0.18 0.18 -0.06
H -0.14 0.06 -0.15
H 0.06 -0.10 -0.13
H 0.15 -0.18 0.09
C 0.29 -0.43 0.29
C -0.34 0.11 -0.11
H -0.38 0.09 0.24
H 0.06 -0.14 -0.25
H -0.12 0.22 0.16
H 0.11 -0.04 0.00
H 0.13 -0.12 -0.19
C -0.10 -0.64 0.03
C -0.15 -0.05 0.13
C 0.41 0.31 0.02
H -0.11 0.22 0.17
H -0.20 0.07 -0.27
H 0.22 -0.21 0.13
H -0.23 0.13 0.17
H -0.12 -0.06 -0.35
C -0.15 -0.11 -0.28
H 0.21 -0.08 -0.20
H -0.11 0.44 0.04
H 0.11 -0.17 0.13
H 0.19 0.10 -0.09
H -0.12 0.08 0.16
H 0.33 -0.16 0.23
N 0.00 0.00 -0.43
C -0.89 0.05 -0.43
C 0.01 0.24 0.26
C -0.87 -1.39 -0.06
C 0.44 0.23 0.04
H 0.05 -0.13 -0.35
H -0.03 -0.20 0.21
H -0.31 0.08 -0.07
C 0.58 0.37 0.01
H 0.02 -0.03 0.30
H -0.19 0.23 -0.14
H -0.11 -0.22 -0.12
N 0.90 0.58 -0.37
C 0.65 0.19 0.53
C 0.11 0.19 -0.43
C 0.02 0.02 0.38
C -0.01 -0.12 -0.13
H 0.16 0.08 -0.28
C -0.17 0.07 -0.01
H 0.25 -0.21 0.02
C -0.10 -0.23 0.13
H 0.02 -0.15 0.29
C -0.19 -0.03 0.39
C 0.12 0.21 -0.52
C 0.28 -0.31 -0.44
C -0.34 0.29 -0.35
C 0.19 -0.20 0.28
C 0.02 0.34 -0.20
H -0.12 0.25 -0.17
C 0.07 0.07 -0.05
H 0.09 0.24 0.17
C 0.26 -0.22 0.36
H 0.14 -0.08 0.23
C 0.04 -0.35 0.57
C -0.12 0.30 -0.39
Tm 1.51 1.06 1.11
H 0.18 0.22 0.10
H 0.12 -0.26 -0.14
H -0.56 0.25 0.06
H 0.06 0.25 0.24
H -0.20 -0.18 -0.04
H 0.14 -0.08 0.16
H -0.06 0.29 0.02
H 0.25 -0.16 -0.42
H -0.30 -0.14 0.03
H -0.26 -0.14 -0.03
H 0.26 -0.07 0.07
H -0.01 0.03 0.27
H -0.32 -0.21 -0.05
C -1.98 -1.02 -1.48
Si 0.21 -0.08 -0.44
H -0.23 0.18 0.57
H 0.15 -0.19 -0.03
C -0.14 0.06 0.30
C -0.11 -0.07 0.12
C 0.08 -0.34 -0.06
H -0.08 0.17 -0.10
H -0.20 -0.03 0.18
H 0.07 -0.04 0.10
H -0.06 -0.07 -0.10
H 0.10 0.21 -0.03
H 0.10 -0.08 0.04
H 0.02 -0.21 -0.09
H -0.18 0.09 0.10
H 0.21 0.24 -0.09
N -0.53 0.69 -2.00
C 0.56 -0.51 2.21

## Properties
E_tot: -82150.1069 eV
Orbital gap (alpha / beta): 8.52 / 8.52 eV
Strongest force on any atom: 2.7 eV Å⁻¹
Multiplicity: 3
HOMO level (alpha / beta): -10.5 / -10.5 eV
Total charge: +1
ΔE to the lowest compared entry with this formula, charge and spin: 284.0 kJ/mol


This record from the OMol25 dataset describes C34H58InN2O4Si as an isolated structure. The level of theory is ωB97M-V/def2-TZVPD.

Last column: Löwdin charge in e.
Geometry (Å):
1 O -1.3119 1.2291 0.9170  -0.23
2 O -3.1753 1.1731 -2.2690  -0.23
3 C -2.1166 1.1182 2.0971  -0.24
4 C -1.5380 1.6854 3.3831  -0.06
5 H -2.2767 0.0377 2.1956  0.13
6 H -3.0790 1.6133 1.8745  0.13
7 H -0.5570 1.2845 3.6676  0.06
8 H -2.2348 1.4104 4.1818  0.10
9 H -1.4985 2.7787 3.3725  0.09
10 C -0.4983 2.4146 0.8000  -0.26
11 C -1.3267 3.5868 0.3084  -0.04
12 H 0.3097 2.1651 0.0890  0.10
13 H -0.0126 2.6043 1.7762  0.11
14 H -1.9196 3.2870 -0.5675  0.07
15 H -0.6591 4.4127 0.0381  0.09
16 H -2.0047 3.9197 1.1042  0.09
17 C -2.7828 1.1511 -3.6670  -0.27
18 C -4.4320 1.8427 -2.0300  -0.26
19 C -1.6516 2.1162 -3.9656  -0.07
20 H -3.6682 1.3981 -4.2888  0.12
21 H -2.4580 0.1261 -3.9307  0.10
22 H -1.9450 3.1394 -3.7083  0.07
23 H -1.4341 2.0713 -5.0380  0.08
24 H -0.7372 1.8414 -3.4253  0.06
25 C -4.4391 3.3034 -2.4502  -0.08
26 H -4.6346 1.7489 -0.9518  0.11
27 H -5.2330 1.3061 -2.5759  0.12
28 H -3.5866 3.8511 -2.0313  0.07
29 H -5.3622 3.7605 -2.0807  0.08
30 H -4.4369 3.3933 -3.5416  0.08
31 H -2.1747 -0.0134 -0.6144  0.03
32 N 2.6754 -0.0762 2.2457  0.01
33 C 3.8279 -0.7486 2.1966  -0.32
34 C 4.1298 -1.7183 1.2329  -0.03
35 C 3.6054 -1.8528 -0.0605  -0.30
36 C 4.8970 -0.4209 3.2181  0.02
37 H 4.5130 -0.4622 4.2497  0.10
38 H 5.3282 0.5786 3.0407  0.10
39 H 5.7083 -1.1549 3.1244  0.09
40 C 4.4335 -2.5050 -1.1282  0.02
41 H 4.5228 -1.8550 -2.0117  0.11
42 H 3.9853 -3.4615 -1.4347  0.10
43 H 5.4383 -2.6977 -0.7399  0.09
44 N 2.3828 -1.4569 -0.4107  -0.01
45 C 2.5283 1.0795 3.0776  -0.24
46 C 1.9507 0.9649 4.3558  -0.24
47 C 1.5499 -0.3667 4.9030  -0.03
48 C 1.7920 2.1102 5.1366  -0.04
49 H 1.3387 2.0030 6.1223  0.12
50 C 2.2115 3.3529 4.6653  -0.06
51 H 2.0724 4.2429 5.2859  0.12
52 C 2.8489 3.4504 3.4358  -0.04
53 H 3.2300 4.4116 3.0713  0.12
54 C 3.0300 2.3240 2.6376  -0.22
55 C 3.8065 2.4150 1.3631  -0.03
56 C 1.8631 -1.5424 -1.7432  -0.24
57 C 1.1628 -2.7022 -2.1411  -0.22
58 C 1.0165 -3.8587 -1.1994  -0.02
59 C 0.5772 -2.7214 -3.4085  -0.03
60 H 0.0384 -3.6138 -3.7311  0.12
61 C 0.6775 -1.6113 -4.2516  -0.06
62 H 0.2170 -1.6417 -5.2408  0.11
63 C 1.3473 -0.4557 -3.8363  -0.04
64 H 1.4100 0.4135 -4.4929  0.12
65 C 1.9400 -0.4018 -2.5712  -0.22
66 C 2.6083 0.8452 -2.0805  -0.03
67 In 0.9451 -0.8248 1.0460  1.21
68 H 0.6259 -0.7514 4.4493  0.08
69 H 1.3602 -0.2671 5.9812  0.10
70 H 2.3372 -1.1231 4.7770  0.08
71 H 3.3494 1.8340 0.5508  0.06
72 H 4.8428 2.0638 1.4910  0.09
73 H 3.8587 3.4645 1.0412  0.09
74 H 0.4633 -4.6749 -1.6818  0.09
75 H 0.4652 -3.6044 -0.2817  0.06
76 H 1.9890 -4.2682 -0.8919  0.08
77 H 3.6030 0.6437 -1.6567  0.09
78 H 2.0090 1.3691 -1.3162  0.06
79 H 2.7455 1.5483 -2.9133  0.09
80 H 5.0200 -2.3137 1.4365  0.11
81 C -2.0065 -1.0818 -0.9368  -0.16
82 Si -3.5459 -2.0812 -1.4731  0.49
83 H -1.2781 -1.0370 -1.7553  0.02
84 H -1.5584 -1.6285 -0.0927  0.00
85 C -5.0203 -1.6822 -0.3949  -0.18
86 C -3.1420 -3.9222 -1.3685  -0.18
87 C -4.1624 -1.8953 -3.2359  -0.18
88 H -5.0895 -2.4776 -3.3641  0.05
89 H -3.4286 -2.2931 -3.9524  0.03
90 H -4.3793 -0.8524 -3.5072  0.01
91 H -4.8639 -2.0136 0.6431  0.04
92 H -5.9170 -2.1974 -0.7781  0.04
93 H -5.2339 -0.6030 -0.3831  0.02
94 H -2.5266 -4.1430 -0.4865  0.03
95 H -2.5931 -4.2617 -2.2593  0.02
96 H -4.0540 -4.5352 -1.3014  0.04
97 O 0.4405 -4.0964 3.6008  0.07
98 C 0.8665 -3.2802 2.7964  -0.48
99 O 0.1206 -2.5272 2.0012  -0.20
100 H 1.9676 -3.1099 2.6672  0.12

Atomic forces in eV per Å
O 1.91 -0.61 0.22
O -0.29 0.45 -0.72
C -0.48 0.02 0.11
C -0.29 -0.02 0.13
H -0.23 0.25 0.03
H 0.25 -0.27 0.17
H -0.13 0.07 -0.24
H 0.09 0.02 -0.06
H 0.13 -0.15 0.00
C 0.11 0.03 0.17
C 0.08 -0.08 0.14
H -0.38 0.06 0.07
H -0.14 0.14 -0.48
H 0.24 0.07 0.23
H -0.22 -0.06 0.05
H 0.09 0.05 -0.23
C -0.37 -0.08 0.28
C 0.25 -0.34 -0.28
C -0.08 0.08 0.01
H 0.42 -0.22 0.20
H -0.25 0.39 0.30
H 0.20 -0.14 -0.06
H 0.04 0.08 0.10
H -0.21 0.08 0.00
C -0.12 -0.03 0.06
H 0.20 -0.06 -0.32
H 0.22 0.12 0.26
H -0.18 -0.10 -0.10
H 0.11 0.05 -0.09
H 0.08 0.11 0.19
H -0.12 -1.46 -0.50
N -1.12 -0.07 -0.34
C -0.38 0.16 0.02
C 0.64 -0.23 -0.03
C -0.74 -0.08 0.08
C 0.22 -0.28 0.11
H 0.04 0.15 -0.40
H -0.28 -0.36 0.09
H -0.23 0.27 0.06
C 0.44 -0.20 0.04
H -0.14 -0.22 0.26
H 0.09 0.33 -0.03
H -0.22 0.00 -0.15
N -0.94 0.39 0.25
C 0.36 0.78 0.67
C 0.17 0.12 -0.37
C -0.13 -0.29 0.47
C 0.07 0.13 -0.27
H 0.13 0.13 -0.22
C -0.08 0.06 0.37
H 0.06 -0.32 -0.25
C 0.00 0.13 -0.15
H -0.18 -0.36 0.23
C -0.23 -0.61 0.19
C 0.09 0.41 -0.50
C -0.30 0.07 -0.89
C 0.20 0.55 0.08
C -0.08 -0.57 0.06
C 0.17 0.34 -0.07
H 0.14 0.26 0.07
C 0.01 0.05 0.07
H 0.14 0.01 0.29
C -0.10 -0.38 0.13
H -0.03 -0.25 0.16
C -0.27 -0.63 0.07
C 0.34 0.41 -0.20
In 1.00 -1.12 0.94
H 0.15 -0.04 0.00
H 0.00 -0.14 -0.34
H -0.27 0.14 -0.05
H 0.17 0.08 0.20
H -0.31 0.04 -0.08
H 0.06 -0.31 0.02
H 0.14 0.22 0.12
H 0.14 0.04 -0.22
H -0.22 0.12 -0.01
H -0.29 0.07 -0.01
H 0.15 -0.19 -0.13
H -0.06 -0.15 0.25
H -0.11 0.42 -0.23
C 0.08 1.04 0.21
Si -0.34 -0.39 -0.18
H 0.03 -0.11 -0.03
H 0.07 -0.23 0.13
C -0.10 0.06 0.41
C 0.18 -0.05 0.24
C 0.19 0.41 -0.36
H 0.30 0.12 0.16
H -0.17 0.14 0.08
H -0.03 -0.38 0.04
H -0.09 0.13 -0.21
H 0.32 0.15 0.12
H 0.05 -0.26 0.01
H -0.11 -0.09 -0.12
H -0.07 0.12 0.20
H 0.21 0.23 -0.02
O 0.55 1.63 -1.71
C 0.34 -1.22 1.51
O -0.41 1.33 -0.63
H -0.36 -0.17 0.13

## Properties
E_tot: -60415.1862 eV
Orbital gap: 6.08 eV
Strongest force on any atom: 2.4 eV Å⁻¹
HOMO level: -11.5 eV
Total charge: +1